[1]
Here is a structure of composition C38H34I2N9ORb from OMol25. Energies are from wB97M-V/def2-TZVPD.

```
85
Properties=species:S:1:pos:R:3:forces:R:3
Rb -0.923 0.320 0.656 0.32 -0.34 0.02
C -1.186 4.261 0.972 0.76 -0.53 1.78
N -0.604 3.136 1.763 -0.53 -0.09 -0.53
C -0.578 3.293 3.207 2.72 -1.46 -0.70
C -0.104 1.962 3.824 0.50 1.38 0.33
N -0.626 0.782 3.746 0.88 -0.23 0.53
C 0.203 0.000 4.610 -0.46 0.98 -0.73
C 0.084 -1.338 4.839 0.44 -0.47 1.54
C 0.922 -1.913 5.825 -2.63 0.13 -1.64
C 1.801 -1.129 6.497 3.13 0.31 1.42
C 2.112 0.193 6.170 -3.03 0.05 -2.30
C 1.207 0.781 5.214 0.45 -0.94 0.52
N 0.982 2.033 4.673 0.75 0.38 0.26
C -1.440 3.773 -0.359 0.41 -1.16 -2.27
N -0.503 3.697 -1.280 -1.61 -0.24 -0.89
C -1.167 3.082 -2.397 1.28 0.58 0.80
C -0.648 2.810 -3.682 -0.78 -0.39 0.38
C -1.486 2.155 -4.539 -1.04 -0.74 -0.85
C -2.814 1.760 -4.172 0.68 -0.75 -1.15
C -3.300 2.038 -2.919 -2.05 -0.47 0.06
C -2.486 2.733 -2.053 1.28 0.70 0.94
N -2.626 3.186 -0.728 -0.21 0.03 -0.12
H -0.506 5.106 0.906 -0.02 0.34 0.11
H -2.138 4.563 1.408 0.10 0.12 0.39
H 0.310 2.769 1.387 -1.04 0.84 0.53
H -1.487 3.494 3.689 -1.66 0.59 0.07
H 0.162 4.069 3.487 -0.31 -0.11 0.29
H -0.775 -1.804 4.418 -0.19 -0.84 -0.47
H 0.700 -2.932 6.074 0.35 -0.33 0.31
H 2.450 -1.588 7.285 -0.65 0.30 -0.75
H 2.966 0.706 6.482 1.00 0.68 0.96
H 1.564 2.853 4.817 -0.38 -0.32 -0.09
H 0.326 2.978 -4.102 0.48 0.53 0.75
H -1.077 1.906 -5.539 -0.57 0.05 0.66
H -3.395 1.094 -4.862 0.57 1.07 0.75
H -4.337 1.717 -2.628 1.22 0.31 -0.28
H -3.436 3.126 -0.113 0.37 -0.05 -0.56
I 2.498 -5.654 -2.950 -0.70 0.21 0.46
C 1.181 -4.780 -1.500 -0.13 0.41 0.67
C -0.235 -4.952 -1.516 2.62 0.94 0.88
C -0.953 -4.299 -0.518 -0.18 -0.66 -0.77
I -2.998 -4.766 -0.384 0.06 0.05 0.00
C -0.415 -3.340 0.388 -0.22 0.65 -0.05
O -1.163 -2.578 1.099 0.45 -0.20 0.04
C 1.011 -3.241 0.379 1.43 -0.44 -0.33
C 1.759 -2.349 1.342 -1.08 -0.15 -0.29
N 1.964 -0.953 0.827 -0.25 -1.30 2.13
C 2.722 -0.204 1.895 -0.60 -1.12 -1.43
C 3.095 1.020 1.127 1.23 0.00 0.60
C 4.404 1.057 0.649 -0.10 2.25 0.22
C 4.851 2.205 -0.026 -1.56 -1.24 0.44
C 3.909 3.150 -0.366 0.64 0.05 -0.18
C 2.626 2.930 0.017 -2.01 0.45 0.05
N 2.197 1.947 0.810 -0.10 -0.35 -0.09
C 1.795 -3.991 -0.491 -0.80 -0.90 -1.10
H -0.599 -5.572 -2.295 -0.89 -0.43 -0.27
H 1.109 -2.373 2.202 -0.19 0.82 0.68
H 2.701 -2.792 1.684 0.12 -0.08 -0.35
H 2.594 -1.065 0.054 0.31 0.10 -0.56
H 2.106 -0.126 2.769 -0.73 0.67 0.24
H 3.561 -0.827 2.268 0.17 0.60 -0.48
H 5.110 0.392 1.064 0.65 -1.01 -0.02
H 5.850 2.279 -0.307 1.61 0.27 -0.38
H 4.095 4.061 -0.898 0.43 0.15 -0.34
H 1.836 3.582 -0.372 0.20 0.00 0.34
H 2.891 -4.022 -0.421 -0.49 0.37 0.01
N -3.049 -1.241 -0.599 2.22 0.32 -1.67
C -3.013 -1.362 -2.009 -2.54 1.16 1.67
C -4.213 -1.256 -2.672 1.20 -0.69 -2.82
C -4.188 -1.321 -4.123 0.94 -0.42 0.30
C -2.994 -1.519 -4.775 1.21 -0.26 -0.13
C -1.741 -1.644 -4.064 -1.98 0.21 -0.72
C -0.509 -1.969 -4.667 1.56 -0.22 1.10
C 0.638 -2.006 -3.869 -0.91 -0.70 -1.90
C 0.485 -1.646 -2.552 2.28 0.69 1.11
N -0.631 -1.376 -2.005 -1.97 0.51 2.21
C -1.808 -1.454 -2.682 2.75 -0.27 -0.97
H -3.919 -1.535 -0.263 -1.19 -0.64 0.77
H -2.271 -1.799 -0.227 -0.47 -0.08 0.73
H -5.116 -1.258 -2.127 -0.93 0.21 0.44
H -5.019 -1.300 -4.820 -0.53 0.21 0.72
H -2.890 -1.579 -5.866 -0.54 -0.04 0.37
H -0.429 -2.269 -5.694 -0.26 0.10 -0.41
H 1.617 -2.373 -4.172 -0.34 0.23 -0.41
H 1.400 -1.508 -1.917 -0.92 -0.31 -0.54
```
Positions in Å, forces in eV/Å.

calculated total energy = -2656.027544 a.u.
total charge = 0
highest occupied orbital energy = -6.5 eV

Löwdin population analysis, charges in e, atoms 1 to 4: 0.774, -0.141, -0.100, -0.132

---

[2]
Here is an isolated molecule of C6H9N from OMol25. Energies are from wB97M-V/def2-TZVPD.

```
16
Properties=species:S:1:pos:R:3:forces:R:3
C -0.971 1.577 -1.381 0.96 -0.19 0.08
C -0.496 1.422 0.074 0.31 -1.14 -0.53
C 0.133 0.049 0.261 -0.77 0.16 1.08
C -0.364 -0.788 1.232 0.24 -0.15 -0.51
N 0.402 -1.938 1.266 -0.33 0.21 -0.03
C 1.377 -1.814 0.321 0.35 -0.37 -0.35
C 1.254 -0.617 -0.333 -0.15 0.15 0.51
H -1.227 2.620 -1.550 -0.37 -0.17 -0.49
H -0.211 1.230 -2.090 0.41 0.65 0.16
H -1.735 0.838 -1.637 -0.61 0.51 0.49
H 0.209 2.157 0.465 0.07 0.40 -0.66
H -1.370 1.531 0.716 -0.01 -0.28 0.17
H -1.201 -0.584 1.876 -0.03 -0.32 0.14
H 0.130 -2.828 1.662 0.12 0.43 0.10
H 2.113 -2.590 0.188 -0.07 -0.03 -0.05
H 1.956 -0.264 -1.069 -0.12 0.13 -0.10
```
Positions in Å, forces in eV/Å.

calculated total energy = -288.762395 a.u.
SMILES = CCc1cc[nH]c1
total charge = 0
highest occupied orbital energy = -8.1 eV

Löwdin population analysis, charges in e, atoms 1 to 4: -0.106, -0.212, -0.261, -0.093

---

Short version: LUMO level = -0.13; 1.06 eV, in the order given.